# 1
13
Properties=species:S:1:pos:R:3 method="wB97M-V/def2-TZVPD" e_above_lowest_kcal_mol=25.5 smiles=CC#CCC gap_ha=0.3837 fmax_ev_per_a=0.58
C -2.5967 0.0395 -0.5066
C -1.1677 0.2953 -0.3509
C 0.0000 0.5796 -0.2610
C 1.4404 0.6379 -0.0109
C 1.8332 -0.6866 0.6534
H -3.1211 0.9788 -0.7103
H -2.7724 -0.6396 -1.3477
H -3.0285 -0.4140 0.3939
H 1.9897 0.7851 -0.9493
H 1.6836 1.4905 0.6356
H 1.2527 -0.8226 1.5714
H 2.8976 -0.7236 0.8954
H 1.5892 -1.5203 -0.0129

# 2
9
Properties=species:S:1:pos:R:3 method="wB97M-V/def2-TZVPD" e_above_lowest_kcal_mol=101.2 smiles="N#CSC[N+](=O)[O-]" gap_ha=0.3258 fmax_ev_per_a=4.81
N 2.9644 0.3538 -0.9145
C 2.2002 0.6319 -0.1223
S 1.0168 0.9636 1.0204
C -0.7778 0.4521 -0.0476
N -0.9778 -0.9380 0.1942
O -1.1328 -1.4500 1.2643
O -1.1123 -1.5778 -0.8784
H -0.7586 0.6027 -1.0772
H -1.4220 0.9618 0.5612

# 3
89
Properties=species:S:1:pos:R:3 method="wB97M-V/def2-TZVPD" e_above_lowest_kcal_mol=8.7 gap_ha="0.2274 / 0.2606" multiplicity=5 fmax_ev_per_a=4.15 s_squared=6.025
Ru 0.5207 0.0625 1.3169
P -0.8333 0.0766 -0.6325
Cl -1.5343 -0.0552 2.5607
C 0.9542 -1.7277 0.7771
H 1.6713 -2.3140 0.1595
H 0.2904 -2.4564 1.2743
C -1.8419 1.6354 -0.3955
C -1.9861 -1.4133 -0.5154
C -2.6834 2.1213 -1.5811
H -2.5174 1.3488 0.4303
C -3.5630 3.2977 -1.1433
H -2.0208 2.4482 -2.3959
H -3.3199 1.3189 -1.9808
C -2.7519 4.4383 -0.5146
H -4.1262 3.6689 -2.0076
H -4.2965 2.9332 -0.4111
C -1.7874 3.9540 0.5740
H -2.1795 4.9453 -1.3027
H -3.4364 5.1842 -0.0953
C -0.9384 2.7624 0.1126
H -1.1294 4.7726 0.8858
H -2.3609 3.6444 1.4580
H -0.2723 3.0852 -0.7018
H -0.2953 2.4044 0.9405
C -0.2366 0.0363 -2.4307
C -1.3851 -2.6689 -1.1591
H -2.0170 -1.5788 0.5750
C -2.2133 -3.9006 -0.7803
H -1.3670 -2.5660 -2.2524
H -0.3440 -2.7948 -0.8364
C -3.6953 -3.7344 -1.1347
H -1.8039 -4.7850 -1.2827
H -2.1190 -4.0670 0.3013
C -4.2926 -2.4131 -0.6338
H -3.8161 -3.7951 -2.2246
H -4.2665 -4.5693 -0.7131
C -3.4331 -1.1888 -0.9714
H -5.2973 -2.2748 -1.0511
H -4.4013 -2.4639 0.4583
H -3.4685 -1.0047 -2.0554
H -3.8577 -0.3012 -0.4829
C 0.5678 1.2817 -2.8197
H 0.4469 -0.8326 -2.4284
C 1.2347 1.1078 -4.1902
H -0.0942 2.1604 -2.8426
H 1.3425 1.4897 -2.0739
C 0.2391 0.7290 -5.2931
H 1.7525 2.0362 -4.4590
H 1.9991 0.3226 -4.1121
C -0.6781 -0.4286 -4.8821
H -0.3735 1.6050 -5.5455
H 0.7855 0.4562 -6.2035
C -1.3131 -0.2234 -3.5015
H -1.4711 -0.5617 -5.6283
H -0.0949 -1.3596 -4.8654
H -2.0022 0.6322 -3.5458
H -1.9223 -1.1012 -3.2596
C 2.3493 1.1535 0.2547
C 2.5387 -0.2251 -0.1880
H 1.7025 1.8313 -0.3221
C 3.7431 -0.9951 0.2531
H 2.0389 -0.5566 -1.1129
C 4.4359 -0.3912 1.4843
H 3.5419 -2.0555 0.4483
H 4.4551 -0.9916 -0.5835
C 4.7123 1.0964 1.3185
H 3.8195 -0.5561 2.3775
H 5.3850 -0.9142 1.6518
C 3.4537 1.9133 0.9641
H 5.1722 1.5048 2.2293
H 5.4694 1.2368 0.5310
H 3.0696 2.4307 1.8519
H 3.7946 2.7399 0.3159
C 1.6480 -2.7430 3.7872
Si 1.6987 -0.9853 4.4379
C 0.3518 -0.7966 5.7232
C 3.3974 -0.7714 5.2302
C 1.5217 0.4073 3.1368
H 1.9493 -3.4250 4.5983
H 2.3316 -2.8869 2.9407
H 0.6338 -3.0122 3.4670
H 0.4713 -1.5690 6.4955
H 0.4143 0.1878 6.2057
H -0.6404 -0.8986 5.2652
H 4.2147 -0.8803 4.5050
H 3.4818 0.2165 5.7028
H 3.5261 -1.5371 6.0082
H 0.8590 1.1880 3.5747
H 2.4924 0.9052 2.9603

# 4
100
Properties=species:S:1:pos:R:3 method="wB97M-V/def2-TZVPD" e_above_lowest_kcal_mol=487.5 smiles="CCc1c(C)cc(N=C=S)c2c1Sc1cc(N(C(C)=O)C(C)=O)cc(COO)c1N2CCO.CCOC(C)=O.CCOC(C)=O.CCOC(C)=O" gap_ha=0.2410 fmax_ev_per_a=8.91
C -4.0366 -1.8263 3.8709
C -2.5367 -2.4229 4.1560
C -1.3704 -1.8594 3.1281
C -0.7102 -2.9300 2.0268
C -1.1717 -4.4996 1.8699
C 0.4950 -2.4259 0.9824
C 0.9887 -0.8657 1.0781
N 2.0800 -0.4405 0.0761
C 1.5199 -0.4494 -1.2063
S 0.5982 -0.6516 -2.6617
C 0.3636 0.2547 2.1501
C -0.8257 -0.2781 3.1403
S -1.6085 0.9683 4.3575
C -0.2705 2.2798 4.5324
C -0.2221 3.2423 5.8996
C 0.9026 4.4240 6.1394
N 0.9786 5.3527 7.3312
C -0.3024 5.3884 8.1355
C -0.2188 4.9763 9.7323
O -1.5067 5.7717 7.6695
C 1.3359 6.7744 6.9472
C 0.5292 7.7156 5.8632
O 2.3968 7.3617 7.5668
C 2.0399 4.5814 4.9235
C 2.0060 3.6119 3.5674
C 3.1886 3.9280 2.4362
O 3.2236 5.3811 2.0622
O 2.0592 5.7283 1.5351
C 0.8485 2.4258 3.3468
N 0.9342 1.6452 2.0614
C 0.4694 2.4170 0.8513
C -1.0204 2.0272 0.2934
O -2.0022 2.4395 1.3097
H -4.7919 -2.7178 3.6677
H -4.4062 -1.2045 4.8205
H -4.0823 -1.0860 2.9507
H -2.4821 -3.6116 4.1744
H -2.2160 -2.0908 5.2568
H -0.8413 -4.9391 0.8102
H -0.8437 -5.2002 2.7511
H -2.3593 -4.5173 1.8453
H 0.9886 -3.1498 0.1770
H -1.0410 3.0551 6.7279
H -0.9122 5.6376 10.4297
H 0.8944 5.2134 10.0860
H -0.5125 3.8609 9.9407
H -0.3001 8.4043 6.3576
H 0.0398 7.1145 4.9802
H 1.3344 8.4645 5.4118
H 2.8562 5.4131 5.0439
H 4.2217 3.7261 2.9690
H 3.0932 3.2260 1.4936
H 2.2286 5.7231 0.5474
H 1.2460 2.1738 -0.0222
H 0.5620 3.5863 1.0442
H -1.2145 2.7301 -0.6520
H -1.1396 0.9311 -0.0982
H -1.5611 3.2439 1.7594
C -1.9034 7.5504 -0.6189
C -1.0701 8.1645 -1.7267
O 0.3156 7.7955 -1.5924
C 0.8555 6.6563 -2.0826
C -0.0574 5.5611 -2.5443
O 2.0747 6.4959 -2.0753
H -1.8848 6.4582 -0.6600
H -2.9428 7.8816 -0.6903
H -1.5080 7.8368 0.3608
H -1.4484 7.9215 -2.7237
H -1.1086 9.2556 -1.6399
H -0.2444 4.8741 -1.7155
H 0.4359 5.0186 -3.3578
H -1.0029 5.9187 -2.9492
C -0.5260 -5.7051 -6.3851
C -0.4944 -4.4895 -5.4794
O -0.5180 -4.8805 -4.0934
C 0.5782 -5.2059 -3.3710
C 1.8689 -5.4639 -4.0877
O 0.4939 -5.3622 -2.1541
H 0.3553 -6.3358 -6.2426
H -0.5687 -5.4022 -7.4346
H -1.3990 -6.3263 -6.1611
H 0.3517 -3.8290 -5.6889
H -1.3987 -3.8949 -5.6476
H 1.9506 -6.5303 -4.3108
H 2.6946 -5.1686 -3.4315
H 1.9873 -4.8843 -5.0019
C 1.9730 -9.9348 -8.9945
C 1.5101 -9.3631 -7.6688
O 0.3035 -8.5940 -7.8340
C -0.9443 -9.1157 -7.8235
C -1.1106 -10.6009 -7.9365
O -1.9251 -8.3742 -7.7999
H 1.2379 -10.6275 -9.4125
H 2.9205 -10.4669 -8.8745
H 2.1078 -9.1352 -9.7298
H 1.3871 -10.1296 -6.8984
H 2.2697 -8.6687 -7.2943
H -1.2269 -10.8717 -8.9886
H -2.0128 -10.8912 -7.3877
H -0.2929 -11.1692 -7.4961

# 5
82
Properties=species:S:1:pos:R:3 method="wB97M-V/def2-TZVPD" charge=-1 gap_ha=0.2529 fmax_ev_per_a=1.72
O 4.6726 6.4856 -5.8381
S 4.4278 5.7785 -4.6053
O 4.2513 4.3528 -4.7368
C 3.2597 6.5404 -3.5253
I 2.6606 8.4298 -4.3637
C 2.1031 5.6333 -3.2464
F 2.5920 4.4994 -2.6777
F 1.3033 6.1980 -2.2921
C 1.1222 5.1505 -4.3818
F 1.4791 5.5589 -5.5970
F 1.1366 3.7985 -4.3950
C -0.3978 5.4608 -4.1988
F -1.0257 4.7930 -5.2019
F -0.8412 4.9523 -3.0312
C -0.9155 6.9086 -4.3257
F -2.2578 6.8423 -4.3085
F -0.5426 7.6719 -3.3159
F -0.5503 7.4588 -5.4701
C 6.0080 6.0486 -3.6493
F 6.9641 5.1757 -4.0175
F 5.7983 5.9260 -2.3193
F 6.4478 7.3085 -3.8973
C 1.7380 1.0893 -2.6992
C 1.6141 1.5482 -1.2500
C 2.7834 1.1108 -0.3695
C 2.9550 -0.4031 -0.2364
C 1.7297 -1.1382 0.3012
C 1.3317 -0.7167 1.7118
H 1.7468 -0.0005 -2.7836
H 0.8999 1.4592 -3.2890
H 2.6528 1.4770 -3.1500
H 0.6693 1.1875 -0.8291
H 1.5598 2.6382 -1.2326
H 2.6651 1.5547 0.6235
H 3.7078 1.5308 -0.7758
H 3.8074 -0.6030 0.4220
H 3.2220 -0.8264 -1.2084
H 1.9422 -2.2119 0.3034
H 0.8809 -0.9976 -0.3742
H 2.1498 -0.8877 2.4156
H 0.4707 -1.2947 2.0504
H 1.0586 0.3384 1.7558
C -3.0064 -3.0799 7.4869
C -2.2621 -4.1687 6.7191
C -0.7520 -3.9454 6.6564
C -0.3209 -2.6643 5.9406
C -0.8137 -2.5358 4.5006
C -0.2931 -3.6362 3.5797
H -2.8921 -2.1031 7.0159
H -4.0741 -3.2990 7.5309
H -2.6384 -3.0071 8.5124
H -2.6722 -4.2492 5.7090
H -2.4490 -5.1322 7.2007
H -0.2870 -4.8084 6.1721
H -0.3542 -3.9241 7.6760
H 0.7723 -2.6155 5.9464
H -0.6613 -1.7952 6.5102
H -0.4905 -1.5674 4.1127
H -1.9070 -2.5232 4.4742
H 0.7984 -3.6417 3.5572
H -0.6475 -3.4826 2.5589
H -0.6338 -4.6226 3.8989
C -4.0684 -5.5581 -0.1487
C -3.9979 -4.6603 -1.3810
C -2.5868 -4.1636 -1.6913
C -1.9562 -3.3005 -0.5984
C -2.7467 -2.0503 -0.2176
C -2.9107 -1.0616 -1.3687
H -3.7566 -5.0308 0.7538
H -5.0875 -5.9122 0.0144
H -3.4265 -6.4333 -0.2687
H -4.6756 -3.8120 -1.2546
H -4.3665 -5.2174 -2.2464
H -2.6063 -3.6061 -2.6314
H -1.9376 -5.0268 -1.8692
H -0.9584 -2.9974 -0.9304
H -1.8013 -3.9070 0.2992
H -2.2243 -1.5503 0.6030
H -3.7302 -2.3282 0.1728
H -1.9383 -0.7404 -1.7470
H -3.4502 -0.1724 -1.0412
H -3.4700 -1.4964 -2.1985